[1]
ORCA calculation (ωB97M-V/def2-TZVPD) on one molecule with the formula C6H8.

Structure (XYZ):
```
14
C6H8, DFT ωB97M-V/def2-TZVPD
C -1.32 -0.37 -0.63
C -1.86 -0.31 -1.82
C -0.16 0.74 1.21
C -0.67 -0.49 0.51
C 0.62 0.70 -0.07
C 1.90 -0.07 0.16
H -1.21 -0.19 -2.68
H -2.97 -0.36 -1.81
H -0.83 1.63 1.44
H 0.43 0.70 2.15
H -0.34 -1.49 0.94
H 2.49 0.79 0.32
H 2.13 -0.61 -0.83
H 1.80 -0.69 1.11
```

Summary:
E_HOMO = -7.72 eV
DFT total energy = -233.2000 Ha
Lowest unoccupied orbital energy = 0.94 eV
Total charge = 0
ΔE to the lowest compared entry with this formula, charge and spin = 117.4 kcal/mol

[2]
ORCA calculation (ωB97M-V/def2-TZVPD) on a 14-piece molecular cluster, C56H84O42 overall.

Structure (XYZ):
```
182
C56H84O42, DFT ωB97M-V/def2-TZVPD
C 2.64 -5.58 0.74
C 1.87 -4.92 1.86
C 2.37 -5.03 3.30
O 2.22 -3.69 3.81
C 2.02 -2.85 2.81
O 1.91 -1.66 2.94
O 1.94 -3.49 1.62
H 2.47 -6.66 0.77
H 3.68 -5.28 0.73
H 2.20 -5.34 -0.23
H 0.79 -5.09 1.78
H 3.44 -5.26 3.30
H 1.84 -5.69 3.97
C -1.32 -5.21 -5.01
C -1.60 -3.95 -4.21
C -0.83 -2.71 -4.74
O -1.85 -1.96 -5.36
C -3.06 -2.44 -5.07
O -4.09 -1.91 -5.37
O -2.99 -3.61 -4.40
H -1.45 -5.05 -6.08
H -2.01 -6.00 -4.71
H -0.31 -5.53 -4.75
H -1.36 -4.12 -3.16
H -0.01 -2.99 -5.41
H -0.49 -2.19 -3.85
C -1.46 3.34 -1.50
C -1.98 3.10 -0.11
C -1.43 4.16 0.85
O -2.59 4.52 1.61
C -3.68 3.91 1.12
O -4.76 4.01 1.61
O -3.38 3.18 0.01
H -1.82 4.29 -1.89
H -1.56 2.57 -2.27
H -0.37 3.44 -1.50
H -1.58 2.13 0.22
H -0.99 4.99 0.30
H -0.65 3.73 1.46
C 0.95 0.79 0.66
C 0.66 -0.28 -0.37
C -0.39 -1.32 0.02
O -1.19 -1.39 -1.15
C -0.94 -0.36 -1.97
O -1.61 -0.11 -2.93
O 0.16 0.33 -1.56
H 0.07 1.05 1.25
H 1.30 1.70 0.18
H 1.65 0.40 1.41
H 1.58 -0.82 -0.62
H -1.00 -0.90 0.82
H -0.07 -2.30 0.38
C 4.66 -4.41 -4.07
C 4.10 -3.38 -3.14
C 3.46 -2.13 -3.75
O 2.14 -2.04 -3.26
C 1.88 -3.10 -2.51
O 0.88 -3.31 -1.89
O 2.94 -3.96 -2.47
H 3.91 -4.97 -4.62
H 5.20 -5.17 -3.48
H 5.44 -3.97 -4.69
H 4.85 -3.12 -2.39
H 3.44 -2.21 -4.84
H 4.00 -1.20 -3.58
C -1.66 1.62 -6.08
C -1.38 2.83 -6.93
C -1.23 2.47 -8.43
O -2.04 3.47 -9.05
C -2.86 4.06 -8.16
O -3.71 4.83 -8.44
O -2.54 3.68 -6.90
H -2.55 1.08 -6.40
H -1.83 1.87 -5.03
H -0.76 1.00 -6.06
H -0.50 3.41 -6.65
H -1.68 1.51 -8.69
H -0.19 2.50 -8.74
C 0.02 5.64 5.81
C 1.02 4.70 5.12
C 1.39 3.49 5.99
O 0.98 2.38 5.23
C 0.31 2.76 4.15
O -0.20 2.05 3.34
O 0.37 4.11 4.02
H 0.47 6.24 6.60
H -0.76 5.06 6.30
H -0.47 6.26 5.06
H 1.93 5.26 4.89
H 0.95 3.54 6.99
H 2.45 3.45 6.26
C -3.37 1.11 3.57
C -3.11 -0.36 3.80
C -1.90 -0.63 4.71
O -2.44 -1.53 5.72
C -3.76 -1.73 5.50
O -4.41 -2.50 6.14
O -4.18 -0.95 4.51
H -3.41 1.67 4.51
H -4.31 1.31 3.05
H -2.56 1.54 2.98
H -2.90 -0.82 2.83
H -1.62 0.28 5.23
H -1.05 -1.07 4.20
C 5.50 -2.22 2.15
C 5.50 -1.66 0.75
C 4.08 -1.63 0.19
O 4.11 -0.42 -0.57
C 5.12 0.37 -0.18
O 5.19 1.55 -0.32
O 5.83 -0.27 0.82
H 4.77 -1.76 2.81
H 6.41 -2.18 2.75
H 5.21 -3.27 2.06
H 6.26 -2.16 0.14
H 3.41 -1.38 1.02
H 3.77 -2.53 -0.33
C -4.32 2.62 -3.34
C -5.38 2.68 -4.43
C -5.65 1.36 -5.15
O -7.05 1.39 -5.30
C -7.61 2.36 -4.55
O -8.78 2.56 -4.51
O -6.64 3.02 -3.88
H -4.07 3.60 -2.93
H -3.36 2.15 -3.59
H -4.66 2.10 -2.45
H -5.04 3.41 -5.17
H -5.31 0.52 -4.55
H -5.17 1.30 -6.13
C 5.18 4.11 3.64
C 4.33 2.98 4.21
C 3.61 2.08 3.17
O 3.98 0.78 3.56
C 4.95 0.78 4.46
O 5.52 -0.18 4.89
O 5.26 2.05 4.79
H 4.71 5.09 3.57
H 5.45 3.97 2.59
H 6.12 4.22 4.18
H 3.65 3.33 4.99
H 3.91 2.35 2.16
H 2.53 2.17 3.33
C 6.25 5.01 -0.26
C 4.80 5.28 -0.51
C 4.21 4.42 -1.62
O 2.93 4.06 -1.13
C 2.85 4.34 0.19
O 1.91 4.07 0.88
O 3.91 5.06 0.61
H 6.83 5.23 -1.16
H 6.43 4.01 0.14
H 6.67 5.71 0.47
H 4.51 6.30 -0.79
H 4.71 3.49 -1.91
H 4.11 5.06 -2.50
C -4.76 -3.60 -1.40
C -4.51 -2.09 -1.33
C -5.53 -1.17 -1.99
O -5.77 -0.16 -1.00
C -5.22 -0.53 0.17
O -5.42 0.01 1.20
O -4.53 -1.68 0.04
H -5.42 -3.92 -0.60
H -3.78 -4.06 -1.26
H -5.12 -3.89 -2.38
H -3.49 -1.92 -1.67
H -6.49 -1.65 -2.18
H -5.12 -0.79 -2.92
C -1.27 -4.51 6.98
C -1.30 -5.05 5.56
C -2.76 -5.11 5.05
O -2.70 -4.50 3.74
C -1.50 -3.96 3.57
O -1.14 -3.37 2.60
O -0.74 -4.11 4.67
H -1.73 -3.53 7.04
H -0.26 -4.37 7.37
H -1.79 -5.20 7.66
H -0.88 -6.05 5.52
H -3.45 -4.55 5.68
H -3.09 -6.14 5.03
```

Summary:
E_HOMO = -10.13 eV
DFT total energy = -5344.5914 Ha
Lowest unoccupied orbital energy = -0.33 eV
Total charge = 0
ΔE to the lowest compared entry with this formula, charge and spin = 38.8 kcal/mol

[3]
ORCA calculation (ωB97M-V/def2-TZVPD) on a 2-piece molecular cluster, C3H10S3 overall.

Structure (XYZ):
```
16
C3H10S3, DFT ωB97M-V/def2-TZVPD
C 2.64 1.05 -2.03
S 0.93 1.02 -2.68
S -0.04 2.81 -2.06
H 3.20 1.92 -1.84
H 3.05 0.31 -2.75
H 2.72 0.33 -1.13
H -0.94 2.40 -1.14
C -2.32 -0.14 1.75
S -0.50 -0.31 1.82
C -0.26 -1.97 1.31
H -2.66 0.43 2.71
H -2.68 -1.21 1.83
H -2.59 0.33 0.88
H -0.53 -2.83 1.93
H -0.90 -2.03 0.30
H 0.87 -2.10 1.09
```

Summary:
E_HOMO = -8.47 eV
DFT total energy = -1314.7977 Ha
Lowest unoccupied orbital energy = 0.46 eV
Total charge = 0
ΔE to the lowest compared entry with this formula, charge and spin = 31.6 kcal/mol
Structure (SMILES) = CSC.CSS

[4]
ORCA calculation (ωB97M-V/def2-TZVPD) on one molecule with the formula C6H10O4.

Structure (XYZ):
```
20
C6H10O4, DFT ωB97M-V/def2-TZVPD
C -1.55 -0.38 -0.35
C -0.54 -1.44 0.31
C 0.99 -1.01 0.44
C 1.29 0.55 0.59
C 0.21 1.15 -0.30
C -1.06 0.89 0.20
H -3.35 -0.02 -0.29
H -1.45 -0.56 -1.46
H -0.81 -2.49 0.02
H -0.76 -1.33 1.38
H 1.39 -1.66 1.14
H 0.95 -1.61 -1.31
H 1.18 0.93 1.58
H 2.58 0.08 -0.64
H 0.46 1.06 -1.36
H -1.19 0.90 1.28
O -2.85 -0.71 0.13
O 1.65 -1.45 -0.70
O 2.62 0.68 0.11
O -0.80 2.24 -0.25
```

Summary:
E_HOMO = -10.03 eV
DFT total energy = -535.4395 Ha
Lowest unoccupied orbital energy = 0.61 eV
Total charge = 0
ΔE to the lowest compared entry with this formula, charge and spin = 98.3 kcal/mol
Structure (SMILES) = O[C@H]1[C@@H]2O[C@H]2[C@H](O)C[C@H]1O